# 1
# C4H11NO3

A 2-piece molecular cluster, C4H11NO3 overall at a distorted geometry (ωB97M-V/def2-TZVPD, OMol25).

XYZ file:
```
19
Properties=species:S:1:pos:R:3:forces:R:3
O -1.511 0.321 1.312 0.5172 0.5895 0.4309
C -0.608 0.323 0.489 -0.6531 -1.5339 -0.0420
N 0.621 -0.281 0.691 0.1579 0.3679 -2.2110
C 1.536 -0.697 -0.430 0.1441 0.2681 2.2764
O 1.508 -2.099 -0.371 -0.0884 -0.8941 -0.2583
C -0.928 0.802 -0.897 0.6723 1.7160 -0.7260
C -0.443 2.258 -1.228 0.0885 -0.4419 -0.0560
H 0.714 -1.045 1.349 -0.7882 0.3726 0.6792
H 1.280 -0.371 -1.440 0.1419 0.4480 0.4524
H 2.485 -0.330 -0.013 0.2320 -0.0121 -1.1058
H 2.358 -2.524 -0.538 -0.0963 0.4611 -0.0203
H -0.434 0.143 -1.603 -0.7487 -0.1985 -0.2371
H -2.006 0.882 -0.983 -0.0338 -0.8618 -0.0448
H 0.033 2.341 -2.209 0.5147 -0.3736 0.2706
H -1.285 2.926 -1.388 -0.1747 0.1321 0.7166
H 0.215 2.589 -0.422 -0.0493 0.4430 -0.3745
H -1.605 -2.201 2.200 -0.2157 -1.0267 -0.8396
H -1.166 -1.135 2.950 0.7795 0.8501 0.2748
O -0.763 -1.901 2.532 -0.4000 -0.3057 0.8144
```
Forces are in eV/Å.

Output
ΔE to the lowest compared entry with this formula, charge and spin (eV): 1.848
Energy (eV): -11958.2615
Kohn-Sham gap (hartree): 0.3696
Multiplicity: 1
Structure (SMILES): CCC(=O)NCO.O

natural (NBO) charges, unit e, in atom order: -0.639 0.690 -0.652 0.091 -0.735 -0.504 -0.606 0.442 0.173 0.168 0.483 0.207 0.242 0.207 0.215 0.213 0.468 0.483 -0.943

***

# 2
# C3H9N2Si

An isolated ion of composition C3H9N2Si and charge +1 at a distorted geometry (ωB97M-V/def2-TZVPD, OMol25).

XYZ file:
```
15
Properties=species:S:1:pos:R:3:forces:R:3
C -0.158 -0.627 0.403 -5.7743 1.5985 0.3696
C 2.219 1.153 -0.076 -0.7882 4.6215 -0.6414
C 2.189 -0.172 -0.078 0.5460 -7.4469 2.6013
N -0.998 0.107 -0.432 5.5564 3.1024 -1.9567
N 1.087 -1.020 0.333 6.9032 3.6747 -2.8606
Si -2.783 0.037 -0.173 0.2969 -0.3801 -0.9422
H -0.835 -1.222 0.895 -0.4170 -2.1014 1.9656
H 1.358 1.707 0.262 -0.4162 -0.0161 0.2786
H 2.997 1.872 -0.401 -0.1013 -1.3124 0.1150
H -0.317 0.990 -0.810 -3.2807 -2.7838 0.4293
H 3.212 -0.751 0.009 -2.2652 1.0442 -0.6517
H 1.372 -1.879 0.745 0.0710 -1.0088 -0.0155
H -3.340 0.756 -1.338 0.0812 0.9290 0.7166
H -2.616 0.315 1.280 -1.0569 0.1156 -0.2336
H -3.385 -1.266 -0.617 0.6452 -0.0365 0.8257
```
Forces are in eV/Å.

Output
ΔE to the lowest compared entry with this formula, charge and spin (eV): 1.606
Energy (eV): -14101.9244
Kohn-Sham gap (alpha / beta) (hartree): 0.2613 / 0.2320
Total charge: +1
Multiplicity: 3

natural (NBO) charges, unit e, in atom order: 0.029 -0.250 0.019 -0.839 -0.379 1.005 0.185 0.205 0.262 0.414 0.257 0.445 -0.110 -0.120 -0.123

***

# 3
# C6H8

One molecule with the formula C6H8 at a distorted geometry (ωB97M-V/def2-TZVPD, OMol25).

XYZ file:
```
14
Properties=species:S:1:pos:R:3:forces:R:3
C -0.613 0.558 2.745 -1.7754 1.9401 1.7583
C -0.579 0.098 1.404 -0.0058 0.1510 -0.4725
C -0.492 -0.225 0.260 -1.0475 0.4233 0.9020
C -0.350 -0.610 -1.073 2.5821 0.8679 -0.8803
C 0.180 0.376 -2.109 0.5966 -1.0590 0.8118
C 1.115 -0.682 -1.454 0.9208 1.3167 -0.5268
H -0.253 1.608 2.862 -0.0581 -0.6961 -0.3632
H -1.665 0.610 3.194 1.2726 -0.3468 -0.7195
H -0.016 -0.037 3.387 0.5584 -0.6728 0.7057
H -0.881 -1.400 -1.457 -1.4582 -1.7236 -0.5000
H 0.003 0.162 -3.162 -0.4321 0.4171 0.3515
H 0.162 1.403 -1.725 0.4626 -0.4182 -0.5561
H 1.983 -0.311 -0.843 -1.5113 -0.4193 -0.1414
H 1.406 -1.552 -2.028 -0.1048 0.2199 -0.3694
```
Forces are in eV/Å.

Output
ΔE to the lowest compared entry with this formula, charge and spin (eV): 2.141
Energy (eV): -6348.6432
Kohn-Sham gap (hartree): 0.3652
Multiplicity: 1
Structure (SMILES): CC#CC1CC1

natural (NBO) charges, unit e, in atom order: -0.684 0.000 -0.019 -0.309 -0.404 -0.392 0.235 0.230 0.230 0.231 0.221 0.228 0.225 0.210

***

# 4
# C14H52N22O12

A 12-piece molecular cluster, C14H52N22O12 overall at a distorted geometry (ωB97M-V/def2-TZVPD, OMol25).

XYZ file:
```
100
Properties=species:S:1:pos:R:3:forces:R:3
C 1.291 1.020 -0.677 0.9022 -0.5543 -1.0767
C 1.460 0.347 0.680 -2.0203 1.1653 -0.0711
C 0.455 -0.749 0.947 -0.5247 -0.5040 0.0720
O 2.748 -0.137 0.782 1.3604 -0.6699 -0.0988
H 2.213 1.479 -1.034 0.3840 0.8434 0.7609
H 0.509 1.756 -0.861 -0.2458 -0.4638 0.3108
H 1.354 0.234 -1.429 -1.1202 -0.3740 -0.1947
H 1.333 1.090 1.468 -0.2383 0.3668 0.1478
H 0.628 -1.665 0.381 0.5241 -0.0352 0.0089
H -0.574 -0.517 0.672 0.0418 0.6213 0.0157
H 0.433 -0.973 2.014 0.1225 -0.2422 0.0319
H 3.229 0.561 0.332 0.8631 -0.2072 0.1527
C -5.194 3.922 -3.227 -1.1271 0.2750 0.4748
O -5.599 4.126 -4.311 -2.1092 0.9076 -4.1800
N -4.051 3.408 -2.985 6.1326 -3.0243 0.8539
N -5.819 4.180 -2.102 -2.6241 1.1679 2.9513
H -3.586 2.892 -3.718 -0.0281 0.3442 -0.0948
H -3.882 3.030 -2.064 0.1786 -0.0109 -0.2527
H -6.826 4.250 -2.136 0.3612 0.2459 0.2887
H -5.317 4.029 -1.239 -0.7253 0.0493 -0.0017
C 4.222 4.249 2.819 0.2817 5.3071 -0.8721
O 4.202 5.445 2.426 0.4043 -2.3709 0.0773
N 5.077 3.298 2.606 3.4699 -2.1031 -2.3168
N 3.402 3.790 3.700 -4.8934 -0.6490 3.8346
H 5.921 3.505 2.091 -0.1536 -0.4865 0.1549
H 4.932 2.495 3.201 1.1888 -0.0416 -0.6827
H 3.463 2.841 4.040 -0.2970 0.4311 0.1845
H 2.821 4.436 4.215 -0.0144 -0.2248 -0.2956
C -3.567 2.180 2.536 -1.6747 -1.1679 -2.9115
O -3.567 2.241 1.330 -0.0495 0.4026 -1.5244
N -4.559 1.789 3.296 -4.1442 -1.0237 2.6001
N -2.564 2.313 3.313 6.7142 1.2078 3.1617
H -5.527 1.614 3.064 0.4623 0.4103 -0.4196
H -4.324 1.839 4.277 -1.0178 -0.3250 -0.1562
H -1.611 2.202 2.998 -0.3243 0.4318 -0.4439
H -2.627 2.185 4.313 0.0670 0.0612 -0.2518
C 3.887 -1.105 5.744 -0.3384 -3.2167 -3.6573
O 4.018 0.038 5.735 -0.0066 8.7167 -1.8259
N 4.051 -1.690 6.833 0.7914 -3.6053 7.4347
N 3.652 -1.893 4.718 -0.8367 -1.1854 -3.6347
H 4.471 -2.604 6.926 -0.1695 0.3218 0.2965
H 4.223 -0.906 7.447 0.5556 -0.9759 1.2441
H 3.502 -2.890 4.786 -0.0792 0.4671 0.0358
H 3.467 -1.420 3.845 0.0584 -0.4001 -0.0450
C -1.643 -0.606 -6.578 -2.8390 6.5381 6.3676
O -2.166 0.475 -6.226 -0.1125 -1.1202 0.3613
N -1.473 -0.896 -7.754 0.9574 -1.7919 -10.4805
N -1.131 -1.512 -5.823 2.0440 -3.7802 3.5109
H -0.715 -1.522 -7.987 -0.4847 0.2260 -0.6576
H -1.945 -0.363 -8.470 0.5001 -0.0072 0.1021
H -0.814 -2.291 -6.383 -0.0367 -0.4016 1.2355
H -1.217 -1.615 -4.822 -0.0256 0.3608 -0.3552
C 6.687 -0.116 -3.911 4.0131 -1.7427 -0.3762
O 7.653 0.565 -4.193 0.8474 -0.2808 -0.0253
N 6.688 -1.472 -3.637 0.5631 -0.0576 -0.0087
N 5.511 0.363 -3.823 -6.2545 1.9930 0.1979
H 7.565 -1.965 -3.548 -0.4261 0.1112 -0.0707
H 5.792 -1.924 -3.523 0.6007 -0.3311 0.1007
H 5.231 1.231 -4.257 0.5982 -0.0497 0.1508
H 4.745 -0.287 -3.717 -0.0367 0.2913 0.0667
C 3.168 -4.316 -1.887 1.2983 0.9516 -0.1848
O 2.891 -3.473 -2.686 -1.0383 1.5479 -1.8734
N 3.723 -4.080 -0.727 0.9861 2.2690 4.0163
N 3.270 -5.603 -2.079 -1.1048 -4.1951 -1.9826
H 3.805 -3.116 -0.438 -0.1732 -0.2432 0.3129
H 3.802 -4.829 -0.054 0.2408 0.6665 0.0385
H 2.903 -5.937 -2.959 -0.1422 -0.3791 0.3875
H 3.187 -6.157 -1.238 -0.0490 -0.4977 -0.7486
C 0.120 8.111 -4.041 2.4190 1.6123 0.8056
O 1.202 8.320 -3.521 0.2343 -0.2727 0.8228
N -0.347 6.909 -4.314 -0.8940 -2.5154 -0.5076
N -0.658 9.112 -4.450 -2.4790 1.4692 -1.5521
H 0.123 6.118 -3.896 -0.1027 0.1810 -0.4437
H -1.127 6.786 -4.943 0.1599 -0.3108 0.4659
H -1.411 8.857 -5.073 -0.1026 0.3481 0.3187
H -0.677 10.071 -4.135 0.7369 -0.5276 0.0846
C -2.222 0.007 7.107 1.0613 0.2165 -0.4917
O -1.924 1.139 7.083 1.8829 5.7499 -2.1172
N -1.867 -0.962 6.299 1.2350 -2.3889 -2.7411
N -2.936 -0.381 8.071 -4.3326 -3.7351 5.3107
H -1.893 -1.898 6.678 0.1912 0.1222 -0.6706
H -1.298 -0.755 5.491 0.0282 -0.1941 0.3850
H -3.329 0.238 8.765 0.4205 -0.1087 -0.3308
H -3.081 -1.377 8.158 -0.5583 0.3512 0.4945
C -5.337 -3.800 1.951 3.2073 -1.3696 -3.9194
O -4.984 -4.921 1.671 -0.3715 -3.0826 0.9212
N -6.309 -3.406 2.649 -4.7628 0.8637 4.0898
N -4.717 -2.871 1.268 2.4396 3.3837 -1.7904
H -6.410 -2.428 2.882 -0.4458 -0.5004 -0.0297
H -6.988 -4.124 2.855 -0.0559 0.5483 0.5480
H -4.946 -1.888 1.242 -0.0044 -0.2897 -0.0482
H -4.111 -3.253 0.557 0.0900 0.4158 0.1791
C -1.615 -5.830 -2.324 -2.5750 2.9517 3.6608
O -1.781 -4.647 -2.060 -0.3259 0.6623 0.7381
N -0.881 -6.154 -3.297 3.8036 -2.4001 -5.3805
N -2.167 -6.829 -1.616 -0.4489 -1.1467 0.4718
H -0.472 -5.430 -3.871 -0.2572 -0.1473 0.2130
H -0.802 -7.109 -3.613 0.1323 0.2808 -0.0246
H -2.463 -6.622 -0.672 -0.1391 -0.2163 -0.3140
H -1.980 -7.769 -1.933 -0.2142 0.0896 0.6813
```
Forces are in eV/Å.

Output
ΔE to the lowest compared entry with this formula, charge and spin (eV): 10.926
Energy (eV): -72715.8106
Kohn-Sham gap (hartree): 0.3285
Multiplicity: 1
Structure (SMILES): NC(N)=O.NC(N)=O.NC(N)=O.NC(N)=O.NC(N)=O.NC(N)=O.NC(N)=O.NC(N)=O.NC(N)=O.NC(N)=O.NC(N)=O.CC(C)O

Löwdin population analysis, charges in e, atoms 1 to 99: -0.042 -0.540 -0.050 -0.042 0.070 0.089 0.084 0.125 0.081 0.081 0.067 0.079 -0.855 0.077 0.167 0.156 0.125 0.107 0.116 0.103 -0.757 -0.006 0.157 0.144 0.126 0.106 0.103 0.126 -0.803 0.033 0.153 0.165 0.116 0.099 0.126 0.102 -0.917 0.097 0.171 0.179 0.124 0.132 0.109 0.109 -0.835 -0.004 0.162 0.175 0.126 0.142 0.105 0.130 -0.757 0.032 0.142 0.159 0.102 0.084 0.129 0.107 -0.808 0.054 0.155 0.152 0.116 0.107 0.115 0.107 -0.757 0.024 0.156 0.144 0.118 0.107 0.093 0.114 -0.873 0.073 0.174 0.165 0.108 0.116 0.134 0.112 -0.837 0.025 0.183 0.153 0.121 0.132 0.105 0.117 -0.795 0.012 0.167 0.163 0.127 0.115 0.116

***

# 5
# C4H8FN

One molecule with the formula C4H8FN at a distorted geometry (ωB97M-V/def2-TZVPD, OMol25).

XYZ file:
```
14
Properties=species:S:1:pos:R:3:forces:R:3
C 0.831 0.229 0.527 0.1134 0.1582 1.7768
C 0.853 -1.033 -0.224 -0.0294 -0.7260 -0.3305
C -0.446 -0.591 0.466 0.2081 -1.0556 -0.1736
C -1.571 -0.167 -0.433 0.6822 -0.9618 -0.1766
H 0.382 2.181 0.295 0.9254 -0.6289 -0.7912
H 1.878 1.728 -0.350 0.0456 0.1629 0.0671
H 1.285 0.226 1.553 -0.2269 -0.0540 -0.9883
H 1.416 -1.890 0.139 -0.2584 0.1751 0.1445
H 0.910 -0.934 -1.307 -0.1845 0.0746 0.1800
H -0.772 -1.210 1.341 0.5512 0.8932 -0.6988
H -2.117 -1.056 -0.856 0.3302 0.9336 0.4361
H -1.133 0.442 -1.216 -0.2058 0.0325 -0.3955
N 0.917 1.448 -0.226 -1.2832 0.7352 0.7630
F -2.433 0.627 0.289 -0.6677 0.2610 0.1870
```
Forces are in eV/Å.

Output
ΔE to the lowest compared entry with this formula, charge and spin (eV): 0.794
Energy (eV): -8484.2436
Kohn-Sham gap (hartree): 0.3902
Multiplicity: 1
Structure (SMILES): N[C@@H]1C[C@@H]1CF

natural (NBO) charges, unit e, in atom order: -0.062 -0.428 -0.268 0.042 0.368 0.368 0.182 0.220 0.221 0.225 0.163 0.183 -0.842 -0.373

***

# 6
# CH3FNO2S

CH3FNO2S as an isolated structure at a distorted geometry (ωB97M-V/def2-TZVPD, OMol25).

XYZ file:
```
9
Properties=species:S:1:pos:R:3:forces:R:3
C -0.596 -0.388 1.293 -2.0032 0.9764 -2.5453
N 0.046 1.135 -0.867 -1.4390 0.2470 1.4854
O 1.065 -1.053 -0.862 0.0076 -0.7501 0.6491
O 1.738 0.578 0.832 0.8184 -0.2203 1.2536
F -1.790 -0.808 0.094 1.6090 0.2656 1.9347
S 0.659 -0.069 0.140 0.9273 0.0361 -1.6108
H -0.503 -1.261 1.912 0.3814 -0.6099 -0.2929
H 0.329 0.929 -1.809 -0.0573 -0.4458 -0.2191
H -0.947 0.936 -0.732 -0.2441 0.5010 -0.6546
```
Forces are in eV/Å.

Output
ΔE to the lowest compared entry with this formula, charge and spin (eV): 2.821
Energy (eV): -20221.9529
Kohn-Sham gap (hartree): 0.2943
Total charge: -1
Multiplicity: 1

natural (NBO) charges, unit e, in atom order: -0.484 -1.069 -1.016 -0.991 -0.567 2.185 0.167 0.376 0.398